The following is a DFT calculation (ωB97M-V with the def2-TZVPD basis set) of a 2-piece molecular cluster, C9H17N2OS overall in a non-equilibrium geometry.

Results
HOMO energy   -0.4559 hartree
Energy above the lowest of the compared OMol25 structures with the same formula, charge and spin   1.357 eV
Total energy   -935.76056 Ha
LUMO energy   -3.941 eV
Net charge   +1

Last columns: bonded neighbours and bond lengths (Å).
Geometry (Å):
1 C 0.76 -0.24 -0.74  C3 1.467, N10 1.444, O12 1.171
2 C 0.33 0.59 1.31  C4 1.470, N10 1.347, N11 1.329
3 C 1.47 1.03 -0.58  C1 1.467, N11 1.424, S13 1.776
4 C -0.28 0.72 2.64  C2 1.470, H14 1.168, H15 1.039, H16 1.094
5 C -1.15 1.84 -1.72  C8 1.494, H17 1.085, H18 1.126, H19 1.070
6 C 0.45 -2.89 0.64  C9 1.540, H20 1.169, H21 1.172, H22 1.145
7 C -1.83 -1.86 -0.10  C9 1.514, H23 1.080, H24 1.125, H25 0.994
8 C 0.30 2.13 -1.94  C5 1.494, H26 1.143, H27 1.075
9 C -0.59 -1.76 0.76  C6 1.540, C7 1.514, N10 1.477, H28 1.094
10 N 0.07 -0.46 0.51  C1 1.444, C2 1.347, C9 1.477
11 N 1.18 1.45 0.75  C2 1.329, C3 1.424, H29 1.112
12 O 0.67 -0.99 -1.63  C1 1.171
13 S 3.15 1.42 -1.02  C3 1.776, H30 1.335
14 H -0.35 1.83 2.98  C4 1.168
15 H 0.31 0.25 3.35  C4 1.039
16 H -1.28 0.26 2.58  C4 1.094
17 H -1.49 0.83 -1.90  C5 1.085
18 H -1.86 2.31 -2.46  C5 1.126
19 H -1.39 2.19 -0.74  C5 1.070
20 H 1.12 -2.58 -0.27  C6 1.169
21 H 1.14 -2.96 1.59  C6 1.172
22 H -0.01 -3.91 0.41  C6 1.145
23 H -2.37 -2.76 0.19  C7 1.080
24 H -1.39 -1.98 -1.13  C7 1.125
25 H -2.52 -1.17 0.06  C7 0.994
26 H 0.67 3.17 -1.65  C8 1.143
27 H 0.93 1.85 -2.77  C8 1.075
28 H -0.74 -1.62 1.84  C9 1.094
29 H 1.56 2.36 1.27  N11 1.112
30 H 3.13 0.94 -2.26  S13 1.335

Here are the Löwdin charges for atoms 1 to 8, given in e: number 1, C, carries -0.462; number 2, C, carries -0.254; number 3, C, carries -0.610; number 4, C, carries 0.045; number 5, C, carries -0.114; number 6, C, carries -0.028; number 7, C, carries -0.009; number 8, C, carries -0.027